[1]
{"formula": "C6H5N5", "method": "ωB97M-V/def2-TZVPD", "energy_ev": -13751.621, "e_homo_ev": -9.426, "e_above_lowest_kj_mol": 0.0, "smiles": "c1ccc(-c2nn[nH]n2)nc1", "orbital_gap_ev": 9.96, "elements": ["C", "C", "C", "C", "C", "N", "N", "N", "N", "N", "C", "H", "H", "H", "H", "H"], "positions_angstrom": [[2.754, -0.244, 0.016], [2.251, 1.054, -0.023], [0.830, 1.237, -0.103], [0.007, 0.070, 0.019], [-1.472, -0.072, 0.068], [-2.255, 1.109, 0.151], [-3.483, 0.728, 0.036], [-3.429, -0.604, -0.093], [-2.228, -1.140, -0.023], [0.493, -1.131, 0.088], [1.819, -1.246, -0.011], [3.759, -0.507, 0.197], [2.820, 1.971, -0.153], [0.272, 2.184, -0.034], [-4.245, -1.170, -0.198], [2.109, -2.239, 0.062]]}


[2]
{"formula": "C3H4OS", "method": "ωB97M-V/def2-TZVPD", "s2": 2.02, "energy_ev": -16050.238, "e_homo_ev": [-4.925, -10.068], "e_above_lowest_kj_mol": 486.1, "orbital_gap_ev": [5.53, 6.91], "multiplicity": 3, "elements": ["C", "C", "C", "O", "S", "H", "H", "H", "H"], "positions_angstrom": [[-0.232, -2.358, -0.041], [0.230, -1.217, -0.260], [-0.402, 1.403, -0.094], [2.040, 0.423, 0.612], [1.072, 0.286, -0.506], [-0.770, -3.317, 0.103], [-0.287, 2.345, -0.498], [-0.247, 1.302, 1.065], [-1.405, 1.133, -0.382]]}


[3]
{"formula": "C21H48O13", "method": "ωB97M-V/def2-TZVPD", "energy_ev": -49157.833, "e_homo_ev": -7.963, "e_above_lowest_kj_mol": 78.1, "smiles": "Oc1ccc(O)cc1.Oc1ccc(O)cc1.CO.CO.CO.CO.CO.CO.CO.CO.CO", "orbital_gap_ev": 8.27, "elements": ["O", "C", "C", "C", "C", "O", "C", "C", "H", "H", "H", "H", "H", "H", "O", "C", "C", "C", "C", "O", "C", "C", "H", "H", "H", "H", "H", "H", "C", "O", "H", "H", "H", "H", "C", "O", "H", "H", "H", "H", "C", "O", "H", "H", "H", "H", "C", "O", "H", "H", "H", "H", "C", "O", "H", "H", "H", "H", "C", "O", "H", "H", "H", "H", "C", "O", "H", "H", "H", "H", "C", "O", "H", "H", "H", "H", "C", "O", "H", "H", "H", "H"], "positions_angstrom": [[2.041, 2.788, 1.656], [2.854, 2.319, 2.720], [3.293, 1.026, 2.817], [4.043, 0.540, 3.933], [4.343, 1.413, 5.046], [5.294, 1.090, 5.995], [3.868, 2.750, 5.002], [3.073, 3.169, 3.836], [2.016, 2.148, 0.974], [2.946, 0.343, 1.981], [4.417, -0.538, 3.792], [6.155, 0.727, 5.651], [4.023, 3.469, 5.502], [2.834, 4.219, 3.842], [-3.003, -2.329, -0.892], [-1.989, -1.374, -0.819], [-1.790, -0.732, 0.394], [-0.797, 0.153, 0.611], [0.025, 0.494, -0.549], [1.013, 1.416, -0.563], [-0.150, -0.202, -1.791], [-1.201, -1.111, -1.956], [-3.467, -2.439, -0.154], [-2.493, -0.961, 1.205], [-0.670, 0.452, 1.592], [0.840, 2.365, -1.034], [0.402, -0.014, -2.726], [-1.269, -1.802, -2.971], [-2.578, -5.821, -1.752], [-1.463, -4.997, -1.734], [-2.189, -6.713, -2.315], [-3.217, -5.380, -2.507], [-3.099, -5.858, -0.681], [-1.744, -4.054, -1.662], [-0.155, -0.940, 4.627], [-1.177, -1.332, 3.870], [-0.136, 0.059, 4.614], [0.914, -1.226, 4.250], [-0.300, -1.159, 5.671], [-0.911, -1.727, 3.087], [5.388, 1.173, -1.099], [4.077, 1.246, -1.739], [5.760, 2.013, -1.399], [5.816, 0.464, -1.477], [5.533, 0.822, 0.084], [3.790, 2.138, -1.476], [-4.772, -2.792, 2.775], [-4.649, -2.583, 1.334], [-4.568, -1.822, 3.172], [-3.843, -3.288, 3.045], [-5.826, -3.252, 2.848], [-5.383, -2.025, 1.220], [0.484, 5.441, 0.377], [1.833, 5.972, 0.469], [0.420, 5.111, 1.439], [0.401, 4.491, -0.328], [-0.193, 6.198, -0.139], [1.777, 6.850, 0.844], [-1.833, 2.879, -2.398], [-0.388, 3.076, -2.586], [-2.452, 2.372, -3.218], [-2.374, 3.668, -2.268], [-1.953, 2.234, -1.757], [-0.399, 2.756, -3.621], [-4.955, -0.191, -2.878], [-4.479, 0.761, -1.929], [-4.955, 0.248, -3.856], [-5.950, -0.578, -2.568], [-4.434, -1.086, -2.877], [-3.528, 0.425, -1.672], [2.826, -1.693, 0.061], [1.878, -1.360, 1.045], [3.131, -2.695, -0.185], [3.819, -0.993, 0.221], [2.365, -1.493, -1.059], [1.022, -0.963, 0.594], [-0.778, -2.473, -6.009], [-0.368, -1.383, -6.773], [-0.403, -3.295, -6.575], [-1.843, -2.407, -5.547], [-0.172, -2.704, -5.029], [-0.419, -1.497, -7.629]]}


[4]
{"formula": "CH3FIP", "method": "ωB97M-V/def2-TZVPD", "energy_ev": -21192.628, "e_homo_ev": -9.736, "e_above_lowest_kj_mol": 0.0, "smiles": "CP(F)I", "orbital_gap_ev": 9.41, "elements": ["C", "P", "F", "I", "H", "H", "H"], "positions_angstrom": [[0.773, 0.221, -0.256], [-0.719, -0.758, -0.426], [-0.716, -1.364, 1.463], [-2.418, 0.950, -0.237], [1.509, -0.519, -0.602], [0.805, 0.291, 0.868], [0.766, 1.179, -0.810]]}


[5]
{"formula": "C19H19BrF9N4OV", "method": "ωB97M-V/def2-TZVPD", "s2": 0.77, "energy_ev": -148202.330, "e_homo_ev": [-11.796, -11.862], "charge": 1, "orbital_gap_ev": [7.88, 8.12], "multiplicity": 2, "elements": ["V", "N", "C", "C", "C", "N", "H", "H", "H", "H", "H", "H", "H", "H", "H", "H", "Br", "C", "C", "C", "C", "C", "C", "N", "C", "C", "C", "C", "C", "C", "N", "H", "H", "H", "H", "H", "H", "H", "H", "H", "F", "C", "F", "F", "C", "O", "C", "F", "F", "F", "C", "F", "F", "F"], "positions_angstrom": [[0.084, -0.731, -0.526], [-3.476, 1.561, 0.278], [-3.525, 1.024, 1.651], [-3.614, -0.499, 1.639], [-2.345, -1.173, 1.134], [-2.037, -0.842, -0.288], [-3.162, 2.525, 0.284], [-4.405, 1.561, -0.129], [-4.355, 1.435, 2.231], [-2.605, 1.326, 2.159], [-4.469, -0.818, 1.034], [-3.807, -0.852, 2.654], [-2.399, -2.256, 1.235], [-1.500, -0.843, 1.750], [-2.455, 0.084, -0.462], [-2.497, -1.502, -0.909], [-0.633, 7.057, 0.581], [-0.489, 5.241, 0.111], [-0.262, 4.295, 1.101], [-0.168, 2.960, 0.749], [-0.285, 2.589, -0.585], [-0.507, 3.538, -1.575], [-0.612, 4.871, -1.222], [-0.169, 1.212, -0.890], [0.097, 0.597, -1.959], [0.191, -2.294, -1.699], [0.391, -3.124, -2.792], [0.528, -4.475, -2.520], [0.465, -4.949, -1.204], [0.264, -4.059, -0.173], [0.123, -2.762, -0.473], [-0.158, 4.602, 2.132], [0.027, 2.200, 1.496], [-0.611, 3.246, -2.612], [-0.789, 5.625, -1.976], [0.260, 1.002, -2.953], [0.452, -2.731, -3.796], [0.698, -5.179, -3.325], [0.584, -6.002, -0.995], [0.220, -4.347, 0.868], [4.497, -2.337, 1.278], [3.271, -2.125, 0.814], [3.155, -2.732, -0.377], [2.394, -2.704, 1.644], [2.939, -0.611, 0.663], [1.598, -0.457, 0.493], [3.673, -0.022, -0.583], [3.635, 1.315, -0.550], [4.936, -0.416, -0.666], [3.041, -0.408, -1.701], [3.367, 0.167, 1.947], [3.013, -0.508, 3.042], [4.681, 0.374, 1.987], [2.751, 1.352, 1.987]]}